The following is a DFT calculation (the ωB97M-V functional and the def2-TZVPD basis) of a single C2H2N2OS molecule at a distorted geometry.

Geometry as XYZ:
```
8
Properties=species:S:1:pos:R:3:nbo_charge:R:1
C -0.362 -1.227 0.009 -0.12
C -0.602 0.298 0.121 0.61
N 0.713 -1.797 0.128 -0.19
N 0.551 0.991 0.124 -0.76
O -1.607 0.952 0.076 -0.53
S 2.107 0.433 0.052 0.29
H -1.393 -1.565 -0.234 0.26
H 0.594 1.914 -0.277 0.43
```

F_max = 2.9 eV Å⁻¹
Orbital gap (spin up / spin down) = 6.11 / 6.07 eV
LUMO (spin up / spin down) = -2.6 / -2.6 eV
Net charge = 0

The following is a DFT calculation (the ωB97M-V functional and the def2-TZVPD basis) of 2 unconnected molecules or ions with the total composition C2H2N2OS at a distorted geometry.

Geometry as XYZ:
```
8
Properties=species:S:1:pos:R:3:nbo_charge:R:1
N -1.498 0.599 0.971 -0.10
N -1.359 1.539 0.364 0.43
O -1.207 2.543 -0.174 -0.33
C 0.872 -0.469 -0.639 -0.65
C 0.802 -1.302 0.330 0.01
S 0.557 -2.418 1.483 0.10
H -0.017 -0.303 -1.331 0.27
H 1.850 -0.190 -1.004 0.26
```

F_max = 4.5 eV Å⁻¹
Orbital gap = 8.49 eV
LUMO = -0.4 eV
Net charge = 0

The following is a DFT calculation (the ωB97M-V functional and the def2-TZVPD basis) of a gas-phase ion, C2H2N3O2S2 (charge -1) at a distorted geometry.

Geometry as XYZ:
```
11
Properties=species:S:1:pos:R:3:nbo_charge:R:1
O 1.960 -1.178 -1.864 -1.02
S 2.515 -0.227 -0.856 1.46
O 3.585 -0.744 0.097 -1.02
C 0.911 -0.180 -0.010 -0.38
C 0.139 0.910 0.162 -0.17
N -1.228 1.320 0.424 -0.17
N -2.156 0.641 0.660 0.23
N -2.877 -0.262 0.368 -0.24
S -4.261 -0.931 0.852 -0.10
H 0.737 -1.218 0.215 0.22
H 0.675 1.869 -0.048 0.19
```

F_max = 3.7 eV Å⁻¹
Orbital gap = 5.75 eV
LUMO = 1.7 eV
Net charge = -1

The following is a DFT calculation (the ωB97M-V functional and the def2-TZVPD basis) of a molecular structure, C2H2N3P at a distorted geometry.

Geometry as XYZ:
```
8
Properties=species:S:1:pos:R:3:nbo_charge:R:1
C 1.285 -1.187 -0.115 -0.05
C 0.551 1.360 0.061 -0.17
N 2.012 -1.741 0.508 -0.42
N 1.069 2.046 0.816 -0.20
N -1.512 -0.011 -0.291 -1.12
P -0.136 0.316 -1.127 1.12
H -1.936 -0.869 -0.567 0.41
H -1.333 0.086 0.715 0.42
```

F_max = 9.3 eV Å⁻¹
Orbital gap = 10.11 eV
LUMO = -1.0 eV
Net charge = 0

The following is a DFT calculation (the ωB97M-V functional and the def2-TZVPD basis) of 2 unconnected molecules or ions with the total composition C2H2N3P at a distorted geometry.

Geometry as XYZ:
```
8
Properties=species:S:1:pos:R:3:nbo_charge:R:1
H 2.372 -1.453 0.119 -0.10
P 2.077 -0.434 -0.968 0.96
N 0.471 -0.254 -0.987 -0.87
C -0.442 -0.957 -0.377 0.40
N -1.245 -1.514 0.214 -0.36
C -1.143 1.652 0.462 0.04
N -0.471 2.325 1.009 -0.32
H -1.618 0.635 0.529 0.26
```

F_max = 8.8 eV Å⁻¹
Orbital gap = 8.59 eV
LUMO = -2.4 eV
Net charge = 0

The following is a DFT calculation (the ωB97M-V functional and the def2-TZVPD basis) of a molecular structure, C2H2N3S3 at a distorted geometry.

Geometry as XYZ:
```
10
Properties=species:S:1:pos:R:3:nbo_charge:R:1
C 1.417 -1.177 0.047 0.06
C 2.429 -0.147 0.001 -0.08
N 0.177 -0.624 0.106 -0.44
N 0.123 0.751 0.260 -0.35
N 1.917 1.067 0.113 -0.38
S 2.377 2.576 0.015 -0.08
S 1.624 -2.811 0.038 -0.19
S 4.074 -0.417 -0.057 -0.28
H -0.555 -1.152 0.571 0.40
H -0.181 1.198 -0.610 0.33
```

F_max = 4.0 eV Å⁻¹
Orbital gap (spin up / spin down) = 6.52 / 6.52 eV
LUMO (spin up / spin down) = 3.1 / 3.1 eV
Net charge = -1

The following is a DFT calculation (the ωB97M-V functional and the def2-TZVPD basis) of a single C2H2N4 molecule at a distorted geometry.

Geometry as XYZ:
```
8
Properties=species:S:1:pos:R:3:nbo_charge:R:1
C -1.071 -0.365 -0.220 0.17
N -1.185 0.975 0.008 -0.33
N -0.017 1.520 -0.266 0.09
N 1.143 1.315 -0.350 -0.04
C 1.241 -0.600 0.220 0.12
N 0.051 -0.975 0.076 -0.40
H -1.920 -0.921 -0.599 0.20
H 1.758 -0.949 1.128 0.19
```

F_max = 1.4 eV Å⁻¹
Orbital gap = 8.43 eV
LUMO = -0.3 eV
Net charge = 0

The following is a DFT calculation (the ωB97M-V functional and the def2-TZVPD basis) of a single C2H2N4 molecule at a distorted geometry.

Geometry as XYZ:
```
8
Properties=species:S:1:pos:R:3:nbo_charge:R:1
C -0.286 -1.263 -0.727 0.27
C 0.284 1.423 0.145 0.23
N -1.157 -1.591 -1.390 -0.33
N 0.983 2.121 -0.427 -0.30
N 0.306 -0.784 0.349 -0.40
N -0.251 0.404 0.758 -0.30
H 1.328 -0.639 0.379 0.41
H -1.207 0.329 0.912 0.41
```

F_max = 6.7 eV Å⁻¹
Orbital gap (spin up / spin down) = 5.22 / 6.51 eV
LUMO (spin up / spin down) = 0.2 / -4.4 eV
Net charge = 0
2S+1 = 3
⟨S²⟩ = 2.03